1.
{"formula": "C20H31N3OS2", "method": "ωB97M-V with the def2-TZVPD basis set", "species": ["C", "S", "C", "C", "C", "C", "C", "N", "C", "S", "N", "C", "C", "C", "C", "C", "C", "C", "C", "N", "C", "C", "O", "C", "C", "C", "H", "H", "H", "H", "H", "H", "H", "H", "H", "H", "H", "H", "H", "H", "H", "H", "H", "H", "H", "H", "H", "H", "H", "H", "H", "H", "H", "H", "H", "H", "H"], "xyz": [[0.838205, 4.608183, -0.495731], [2.585317, 4.347882, -0.072693], [3.011287, 2.859307, -0.924208], [4.367611, 2.553197, -1.006249], [4.773783, 1.413739, -1.672140], [3.845367, 0.561474, -2.242618], [2.487574, 0.849221, -2.136065], [1.564243, -0.022043, -2.716198], [0.216358, -0.108063, -2.483457], [-0.765816, -0.398003, -3.786866], [-0.239151, -0.008231, -1.211200], [0.595607, -0.379789, -0.079445], [1.197703, -1.782101, -0.215174], [1.853158, -2.265135, 1.084073], [0.812375, -2.654200, 2.132229], [2.759391, -3.459006, 0.790205], [-1.675264, 0.099084, -1.000291], [-2.341304, -1.243355, -0.680460], [-3.762352, -0.979408, -0.208418], [-3.746325, -0.302070, 1.078445], [-4.701701, -0.626040, 1.985921], [-4.582875, 0.014519, 3.352699], [-5.605068, -1.390672, 1.708390], [-2.603696, 0.537561, 1.360432], [-2.029207, 1.142524, 0.078115], [2.072285, 2.009744, -1.485586], [0.212924, 3.867621, -0.004842], [0.592754, 5.597401, -0.122197], [0.712535, 4.578183, -1.573720], [5.086422, 3.221086, -0.558917], [5.826072, 1.186664, -1.748967], [4.163140, -0.325906, -2.768724], [1.831653, -0.395113, -3.618334], [-0.036263, -0.340191, 0.804585], [1.404671, 0.345350, 0.058619], [1.950563, -1.769852, -1.004266], [0.419099, -2.486455, -0.515278], [2.469664, -1.451211, 1.483180], [0.166012, -3.441715, 1.749949], [1.302873, -3.023393, 3.029622], [0.194269, -1.806521, 2.418570], [3.542380, -3.183925, 0.087515], [2.182220, -4.275027, 0.360990], [3.229948, -3.815129, 1.703352], [-2.079285, 0.443993, -1.957934], [-2.353962, -1.861324, -1.578100], [-1.793621, -1.776753, 0.097176], [-4.320812, -1.909282, -0.076269], [-4.294459, -0.369546, -0.948367], [-5.369889, -0.390797, 3.982364], [-4.711141, 1.092874, 3.284037], [-3.616330, -0.201225, 3.802272], [-1.833092, -0.040596, 1.892157], [-2.905612, 1.357212, 2.016946], [-1.146722, 1.730806, 0.334805], [-2.772136, 1.828556, -0.330847], [1.018618, 2.235895, -1.453087]], "forces_ev_per_a": [[0.531, -0.271, 0.081], [-0.123, 0.112, -0.005], [-0.175, 0.159, 0.094], [-0.038, 0.052, 0.041], [-0.015, 0.085, 0.026], [-0.216, -0.074, -0.010], [0.324, 0.305, 0.294], [0.194, -0.293, -0.097], [-0.274, -0.084, -0.097], [-0.238, -0.122, -0.555], [0.310, 0.172, -0.469], [0.359, -0.244, 0.106], [0.148, 0.178, 0.290], [-0.111, -0.177, -0.166], [0.220, 0.201, -0.082], [-0.032, 0.293, 0.103], [-0.390, 0.014, 0.017], [-0.083, 0.274, -0.190], [-0.078, -0.378, -0.129], [0.044, 0.045, -0.284], [0.060, 0.189, 0.238], [-0.186, -0.176, -0.035], [-0.336, -0.199, 0.061], [0.254, 0.274, 0.261], [-0.053, -0.134, 0.159], [0.087, 0.009, -0.172], [-0.129, -0.004, -0.033], [-0.034, 0.050, 0.015], [-0.113, 0.024, -0.068], [0.145, 0.066, 0.026], [0.101, -0.025, -0.013], [0.029, -0.133, -0.032], [-0.195, 0.100, 0.129], [0.008, 0.058, 0.026], [-0.151, -0.084, 0.141], [-0.046, -0.030, -0.024], [-0.047, -0.065, -0.049], [0.010, 0.002, -0.002], [-0.104, -0.108, -0.043], [-0.006, -0.045, 0.136], [-0.148, 0.066, 0.075], [0.100, -0.025, -0.098], [-0.065, -0.137, -0.066], [0.073, -0.100, 0.080], [0.059, -0.100, 0.274], [0.060, -0.022, 0.002], [0.059, -0.078, 0.084], [0.065, 0.182, -0.101], [-0.029, -0.095, -0.022], [0.007, -0.014, -0.036], [0.058, 0.099, 0.030], [0.104, 0.070, 0.062], [-0.003, 0.114, -0.012], [0.087, -0.120, -0.009], [-0.015, 0.062, 0.000], [0.025, 0.057, 0.003], [-0.090, 0.028, 0.046]], "total_charge": 0, "homo_energy_ha": -0.29736, "fmax_ev_per_a": 0.62, "homo_lumo_gap_ev": 8.5, "lumo_ev": 0.4}

---

2.
{"formula": "C20H31N5O4", "method": "ωB97M-V with the def2-TZVPD basis set", "species": ["C", "N", "C", "C", "O", "C", "N", "C", "O", "C", "C", "N", "N", "C", "C", "C", "C", "C", "C", "C", "O", "C", "C", "C", "C", "C", "C", "O", "N", "H", "H", "H", "H", "H", "H", "H", "H", "H", "H", "H", "H", "H", "H", "H", "H", "H", "H", "H", "H", "H", "H", "H", "H", "H", "H", "H", "H", "H", "H", "H"], "xyz": [[1.607178, -2.347765, 1.845922], [1.387457, -2.433728, 0.406503], [0.587885, -1.379253, -0.211338], [-0.843411, -1.828860, -0.500086], [-1.437823, -2.420986, 0.647137], [-1.738326, -0.669887, -0.908965], [-1.885868, 0.316117, 0.138202], [-1.142253, 1.455974, 0.159425], [-0.352055, 1.738137, -0.729783], [-1.346494, 2.332762, 1.327000], [-2.235664, 2.253654, 2.419433], [-2.070231, 3.267134, 3.249867], [-1.086758, 4.007616, 2.708477], [-0.655506, 5.233028, 3.366054], [-0.840683, 6.442344, 2.476467], [-2.278425, 6.824850, 2.060291], [-1.890347, 8.307183, 2.258537], [-0.699205, 7.838279, 3.123527], [-0.627176, 3.485654, 1.562086], [2.202154, -3.272455, -0.298650], [2.998526, -4.008205, 0.261769], [2.091851, -3.257302, -1.813383], [2.557673, -4.580643, -2.428621], [1.621109, -5.736134, -2.091359], [0.337818, -5.662647, -2.907882], [0.669866, -5.756804, -4.391741], [1.806428, -4.858742, -4.835088], [1.962312, -4.556286, -6.004653], [2.679773, -4.443251, -3.875842], [1.827557, -3.335643, 2.240364], [2.450159, -1.691884, 2.079987], [0.710047, -1.952407, 2.318323], [0.567706, -0.537971, 0.480628], [1.051764, -1.012387, -1.126627], [-0.840046, -2.553973, -1.324839], [-0.873668, -3.149155, 0.931292], [-1.322522, -0.167845, -1.781212], [-2.721232, -1.064777, -1.168295], [-2.397006, 0.049789, 0.961828], [-2.991795, 1.515058, 2.637140], [-1.271917, 5.315482, 4.259812], [0.386703, 5.127294, 3.677019], [-0.198053, 6.369640, 1.595439], [-2.622727, 6.509749, 1.076928], [-2.999005, 6.491466, 2.809578], [-1.552695, 8.760677, 1.326844], [-2.623000, 8.963504, 2.724006], [-0.965449, 7.805228, 4.181982], [0.252340, 8.356243, 3.015261], [0.160839, 3.940022, 0.985884], [1.082967, -3.026004, -2.152176], [2.731101, -2.446462, -2.178795], [3.543542, -4.804463, -2.022261], [2.131766, -6.677572, -2.310829], [1.423825, -5.725019, -1.019336], [-0.341714, -6.467458, -2.624140], [-0.192013, -4.727454, -2.702323], [0.980591, -6.775951, -4.640353], [-0.181886, -5.526924, -5.030079], [3.414015, -3.850582, -4.234355]], "forces_ev_per_a": [[-0.007, 0.002, 0.013], [0.019, -0.003, -0.021], [-0.027, -0.006, 0.005], [0.023, 0.002, -0.003], [-0.001, 0.002, 0.006], [-0.008, 0.001, 0.004], [0.005, -0.010, -0.011], [-0.007, 0.001, 0.008], [0.002, -0.001, -0.002], [0.004, 0.012, -0.005], [0.013, -0.017, 0.000], [-0.041, 0.028, -0.016], [0.034, -0.022, 0.028], [0.027, -0.007, -0.025], [-0.035, 0.014, 0.020], [0.011, -0.009, -0.011], [-0.013, 0.007, 0.014], [0.014, -0.008, -0.010], [-0.009, 0.004, 0.007], [-0.016, 0.004, 0.004], [0.001, 0.002, 0.004], [0.011, 0.003, -0.013], [0.007, -0.002, 0.007], [-0.004, 0.002, -0.001], [0.006, -0.002, 0.003], [-0.005, 0.000, 0.000], [-0.010, 0.014, -0.007], [0.001, -0.008, 0.002], [0.005, 0.003, 0.000], [0.005, -0.001, 0.002], [0.003, -0.005, -0.003], [0.000, 0.001, -0.007], [-0.002, 0.001, -0.002], [0.006, -0.001, 0.000], [0.004, -0.002, 0.002], [-0.004, -0.002, -0.003], [0.000, 0.000, -0.001], [0.000, 0.004, 0.002], [-0.004, 0.006, 0.000], [0.000, 0.001, 0.004], [-0.001, 0.004, 0.001], [-0.001, 0.000, 0.002], [0.002, -0.003, -0.001], [-0.002, 0.001, 0.001], [0.000, 0.000, 0.002], [0.001, -0.001, -0.001], [0.001, 0.002, -0.005], [-0.002, -0.001, 0.001], [-0.002, 0.001, 0.001], [0.000, -0.004, -0.004], [-0.003, 0.003, 0.007], [-0.004, 0.000, -0.002], [-0.004, -0.002, 0.002], [-0.002, -0.002, 0.001], [0.003, -0.003, 0.000], [-0.001, 0.000, -0.001], [-0.002, -0.001, -0.001], [0.002, -0.001, 0.001], [0.002, 0.000, 0.000], [0.000, -0.001, 0.001]], "de_lowest_kcal_mol": 0.8, "total_charge": 0, "homo_energy_ha": -0.34558, "fmax_ev_per_a": 0.05, "homo_lumo_gap_ev": 9.9, "lumo_ev": 0.5}

---

3.
{"formula": "C20H31N5O4", "method": "ωB97M-V with the def2-TZVPD basis set", "species": ["C", "C", "C", "C", "N", "N", "C", "C", "C", "O", "N", "C", "C", "C", "N", "C", "C", "O", "C", "C", "O", "N", "C", "C", "C", "C", "C", "C", "O", "H", "H", "H", "H", "H", "H", "H", "H", "H", "H", "H", "H", "H", "H", "H", "H", "H", "H", "H", "H", "H", "H", "H", "H", "H", "H", "H", "H", "H", "H", "H"], "xyz": [[-2.177392, 3.666757, -0.563446], [-0.817452, 3.218794, -0.036090], [-0.692450, 1.701723, -0.110867], [-0.645850, 3.759276, 1.391512], [0.346573, 3.086534, 2.210187], [-0.023985, 1.941552, 2.927915], [1.155029, 1.269251, 3.211596], [1.119256, 0.096485, 4.143413], [2.279139, -0.831518, 3.819474], [3.363854, -0.728715, 4.360522], [2.029138, -1.748835, 2.858069], [1.019248, -1.747485, 1.785120], [2.005584, -2.559378, 0.910820], [2.396517, -1.967699, -0.436607], [1.635588, -2.488653, -1.570332], [2.342176, -3.352686, -2.501076], [0.349833, -2.091754, -1.704373], [-0.173017, -1.406201, -0.827860], [-0.382027, -2.535089, -2.957666], [-1.720438, -1.896983, -3.333952], [-2.154432, -2.094023, -4.455430], [-2.370481, -1.187961, -2.393701], [-3.641265, -0.593175, -2.673208], [-4.068130, 0.554174, -1.817477], [-3.690702, 0.786664, -3.257640], [3.054982, -2.390333, 2.037304], [2.187916, 1.818250, 2.545560], [1.677881, 2.983099, 1.826035], [2.208526, 3.732506, 1.024673], [-2.982285, 3.210902, 0.020244], [-2.295689, 4.751136, -0.505530], [-2.313229, 3.372017, -1.604991], [-0.027575, 3.655667, -0.650872], [-1.442839, 1.206053, 0.511579], [-0.827400, 1.360455, -1.138986], [0.289079, 1.353304, 0.214233], [-0.373170, 4.813813, 1.357441], [-1.594387, 3.683957, 1.931048], [-0.608393, 2.158951, 3.728340], [1.240569, 0.428240, 5.175064], [0.160804, -0.417272, 4.046831], [0.088181, -2.249894, 2.045558], [0.797953, -0.757295, 1.387174], [1.697398, -3.597192, 0.783584], [2.293927, -0.879871, -0.402888], [3.445093, -2.192012, -0.638276], [1.650693, -3.939518, -3.096541], [2.987213, -2.780247, -3.172710], [2.963118, -4.049807, -1.938267], [0.251893, -2.405888, -3.834305], [-0.575026, -3.609714, -2.886074], [-1.903859, -1.057820, -1.504253], [-4.394279, -1.295147, -3.005887], [-5.109466, 0.618345, -1.536263], [-3.371402, 0.893316, -1.062549], [-2.739328, 1.262689, -3.452502], [-4.472227, 1.007206, -3.970300], [3.876391, -1.708005, 1.799282], [3.466534, -3.305301, 2.461236], [3.208091, 1.474356, 2.527115]], "forces_ev_per_a": [[0.059, 0.115, -0.051], [-0.035, -0.110, 0.044], [0.002, -0.003, 0.000], [-0.130, -0.100, 0.063], [0.098, 0.087, -0.066], [0.001, -0.003, -0.004], [0.002, 0.003, 0.008], [0.005, 0.006, -0.012], [0.009, 0.003, 0.000], [-0.003, -0.004, 0.005], [-0.007, 0.017, -0.014], [-0.004, -0.011, 0.002], [-0.016, -0.009, -0.008], [-0.012, 0.002, 0.005], [0.024, 0.001, 0.003], [-0.003, -0.002, -0.002], [-0.009, -0.007, 0.003], [0.000, 0.004, -0.006], [-0.002, 0.007, -0.002], [-0.005, -0.016, 0.000], [0.001, 0.002, 0.001], [0.007, 0.011, -0.002], [0.001, -0.002, -0.003], [0.003, 0.007, 0.002], [-0.004, -0.001, 0.002], [0.013, -0.002, 0.008], [-0.011, -0.005, 0.001], [0.016, 0.015, 0.018], [-0.004, -0.005, -0.006], [-0.001, -0.001, 0.001], [0.000, -0.001, -0.001], [0.001, -0.001, 0.001], [0.001, 0.002, 0.000], [-0.001, -0.001, 0.000], [-0.003, -0.001, -0.001], [0.000, 0.001, 0.001], [0.001, 0.001, 0.001], [-0.002, 0.001, -0.002], [0.000, 0.000, 0.001], [0.002, -0.001, 0.001], [-0.001, -0.003, 0.000], [0.000, 0.001, 0.000], [0.001, 0.003, 0.002], [0.002, 0.000, 0.001], [0.004, 0.002, 0.001], [0.000, 0.000, -0.001], [0.002, 0.001, 0.000], [-0.001, 0.000, -0.001], [0.001, 0.001, -0.001], [0.001, 0.000, 0.002], [-0.002, 0.002, -0.001], [-0.002, -0.004, 0.004], [0.001, -0.001, 0.000], [0.000, -0.001, -0.001], [0.002, 0.001, 0.002], [0.000, -0.003, -0.001], [0.000, 0.000, 0.000], [0.000, 0.000, 0.001], [-0.002, 0.000, 0.001], [-0.001, -0.002, -0.001]], "de_lowest_kcal_mol": 31.4, "total_charge": 0, "homo_energy_ha": -0.31595, "fmax_ev_per_a": 0.18, "homo_lumo_gap_ev": 9.0, "lumo_ev": 0.4}